Entry 1:
{
  "formula": "C33H66F3N2O12P2",
  "method": "ωB97M-V/def2-TZVPD",
  "de_lowest_kcal_mol": 0.0,
  "energy_ev": -89564.160,
  "lumo_energy_ev": -3.2,
  "homo_energy_ev": -11.632,
  "charge": 1,
  "elements": ["C", "C", "N", "C", "C", "C", "C", "C", "C", "C", "C", "C", "C", "C", "C", "C", "C", "C", "C", "C", "C", "O", "C", "O", "C", "C", "C", "F", "C", "F", "F", "C", "C", "O", "N", "O", "H", "H", "H", "H", "H", "H", "H", "H", "H", "H", "H", "H", "H", "H", "H", "H", "H", "H", "H", "H", "H", "H", "H", "H", "H", "H", "H", "H", "H", "H", "H", "H", "H", "H", "H", "H", "H", "H", "H", "H", "H", "H", "H", "H", "H", "H", "H", "H", "C", "O", "P", "O", "O", "C", "O", "C", "H", "H", "H", "H", "H", "H", "H", "H", "H", "C", "O", "P", "O", "O", "C", "O", "C", "H", "H", "H", "H", "H", "H", "H", "H", "H"],
  "xyz": [[-2.55, -4.04, -3.84], [-2.17, -2.78, -4.06], [-3.00, -1.63, -3.63], [-2.22, -0.93, -2.52], [-2.22, 0.61, -2.54], [-0.91, 1.18, -1.98], [-0.30, 0.41, -0.80], [0.90, 1.17, -0.21], [2.21, 0.36, -0.15], [2.87, 0.35, 1.23], [4.24, -0.34, 1.17], [4.77, -0.82, 2.54], [5.30, -2.27, 2.52], [6.49, -2.51, 3.47], [6.07, -3.08, 4.82], [7.29, -3.41, 5.69], [7.81, -4.84, 5.43], [7.10, -5.90, 6.30], [8.02, -6.52, 7.36], [8.08, -5.77, 8.69], [6.74, -5.59, 9.40], [-2.50, 1.22, -3.80], [-2.40, 0.42, -4.94], [-1.11, -0.13, -5.12], [-2.75, 1.33, -6.11], [-2.60, 0.66, -7.48], [-3.89, 0.30, -8.15], [-3.85, -0.81, -8.91], [-5.05, 0.93, -8.05], [-5.14, 2.24, -7.89], [-6.24, 0.36, -8.10], [-3.37, -0.76, -4.80], [-4.80, -0.29, -4.54], [-5.66, -1.43, -4.50], [-6.10, -1.80, -5.85], [-5.97, -2.93, -6.00], [-3.53, -4.44, -4.07], [-1.80, -4.74, -3.49], [-1.27, -2.48, -4.60], [-3.83, -2.06, -3.22], [-1.22, -1.35, -2.53], [-2.68, -1.25, -1.59], [-3.01, 0.96, -1.87], [-0.20, 1.30, -2.80], [-1.17, 2.18, -1.63], [-1.04, 0.22, -0.02], [0.08, -0.55, -1.16], [0.66, 1.47, 0.82], [1.09, 2.06, -0.81], [2.93, 0.71, -0.90], [2.02, -0.69, -0.41], [2.24, -0.27, 1.88], [2.97, 1.36, 1.61], [4.96, 0.33, 0.69], [4.16, -1.21, 0.51], [5.61, -0.18, 2.82], [3.99, -0.72, 3.29], [4.48, -2.91, 2.88], [5.52, -2.59, 1.50], [7.02, -1.57, 3.63], [7.20, -3.19, 2.98], [5.50, -3.99, 4.64], [5.44, -2.34, 5.33], [8.08, -2.70, 5.46], [7.04, -3.32, 6.75], [7.63, -5.09, 4.38], [8.89, -4.86, 5.60], [6.75, -6.71, 5.65], [6.23, -5.42, 6.75], [9.04, -6.51, 6.95], [7.78, -7.58, 7.52], [8.72, -6.33, 9.37], [8.56, -4.80, 8.55], [6.00, -5.08, 8.78], [6.34, -6.55, 9.74], [6.87, -4.97, 10.29], [-0.48, 0.60, -5.03], [-2.01, 2.13, -6.04], [-3.71, 1.82, -5.98], [-1.99, -0.25, -7.45], [-2.06, 1.35, -8.13], [-3.34, -1.33, -5.73], [-4.81, 0.13, -3.53], [-5.16, 0.42, -5.27], [0.35, 6.04, 2.04], [-0.44, 5.60, 0.93], [-0.20, 6.24, -0.50], [1.19, 6.54, -0.83], [-1.18, 7.49, -0.61], [-0.89, 8.67, 0.14], [-0.94, 5.18, -1.40], [-0.97, 5.40, -2.82], [1.10, 5.27, 2.26], [0.87, 6.98, 1.83], [-0.31, 6.16, 2.89], [0.18, 8.88, 0.15], [-1.27, 8.56, 1.16], [-1.41, 9.50, -0.34], [-0.33, 4.67, -3.31], [-0.63, 6.41, -3.08], [-2.00, 5.27, -3.15], [-5.92, 0.67, 2.65], [-6.86, 0.37, 1.60], [-6.73, 1.08, 0.20], [-5.36, 1.28, -0.28], [-7.61, 2.40, 0.25], [-7.15, 3.52, 1.02], [-7.63, 0.12, -0.67], [-7.78, 0.47, -2.05], [-5.22, -0.16, 2.74], [-5.36, 1.58, 2.45], [-6.48, 0.78, 3.57], [-6.07, 3.64, 0.93], [-7.43, 3.39, 2.07], [-7.65, 4.40, 0.63], [-7.20, -0.24, -2.64], [-7.43, 1.48, -2.26], [-8.83, 0.40, -2.32]],
  "lowdin_charge": [0.098, -0.103, 0.003, -0.007, -0.254, -0.127, -0.185, -0.177, -0.216, -0.222, -0.216, -0.198, -0.204, -0.218, -0.217, -0.211, -0.201, -0.203, -0.220, -0.263, -0.114, -0.004, -0.521, 0.061, -0.064, -0.079, -0.214, 0.080, -0.331, 0.153, 0.156, -0.128, -0.123, -0.131, 0.037, 0.134, 0.087, 0.084, 0.133, 0.172, 0.119, 0.153, 0.145, 0.125, 0.124, 0.124, 0.093, 0.109, 0.108, 0.114, 0.102, 0.116, 0.118, 0.115, 0.101, 0.102, 0.106, 0.105, 0.101, 0.106, 0.109, 0.111, 0.114, 0.106, 0.102, 0.101, 0.103, 0.103, 0.088, 0.100, 0.106, 0.103, 0.104, 0.055, 0.074, 0.069, 0.132, 0.140, 0.120, 0.129, 0.134, 0.167, 0.141, 0.130, -0.083, -0.210, 0.323, -0.220, -0.214, -0.085, -0.219, -0.086, 0.090, 0.081, 0.091, 0.089, 0.089, 0.090, 0.084, 0.088, 0.090, -0.079, -0.197, 0.323, -0.247, -0.207, -0.079, -0.192, -0.081, 0.091, 0.079, 0.094, 0.087, 0.092, 0.092, 0.069, 0.088, 0.097]
}

***

Entry 2:
{
  "formula": "C46H118F3O16Zn",
  "method": "ωB97M-V/def2-TZVPD",
  "de_lowest_kcal_mol": 0.0,
  "energy_ev": -138940.118,
  "lumo_energy_ev": -4.0,
  "homo_energy_ev": -11.015,
  "charge": 1,
  "elements": ["Zn", "C", "O", "O", "C", "F", "F", "F", "C", "C", "H", "H", "H", "H", "H", "H", "C", "C", "C", "O", "H", "H", "H", "H", "H", "H", "H", "H", "C", "C", "C", "O", "H", "H", "H", "H", "H", "H", "H", "H", "C", "C", "C", "O", "H", "H", "H", "H", "H", "H", "H", "H", "C", "C", "C", "O", "H", "H", "H", "H", "H", "H", "H", "H", "C", "C", "C", "O", "H", "H", "H", "H", "H", "H", "H", "H", "C", "C", "C", "O", "H", "H", "H", "H", "H", "H", "H", "H", "C", "C", "C", "O", "H", "H", "H", "H", "H", "H", "H", "H", "C", "C", "C", "O", "H", "H", "H", "H", "H", "H", "H", "H", "C", "C", "C", "O", "H", "H", "H", "H", "H", "H", "H", "H", "C", "C", "C", "O", "H", "H", "H", "H", "H", "H", "H", "H", "C", "C", "C", "O", "H", "H", "H", "H", "H", "H", "H", "H", "C", "C", "C", "O", "H", "H", "H", "H", "H", "H", "H", "H", "C", "C", "C", "O", "H", "H", "H", "H", "H", "H", "H", "H", "C", "C", "C", "O", "H", "H", "H", "H", "H", "H", "H", "H"],
  "xyz": [[-3.02, 2.52, -2.09], [-1.12, 0.17, -1.62], [-0.66, 0.81, -0.44], [-2.12, 0.84, -2.02], [-0.02, 0.01, -2.65], [1.15, -0.51, -2.28], [-0.46, -0.76, -3.64], [0.27, 1.26, -3.16], [0.24, 0.13, 0.40], [0.57, 1.07, 1.52], [1.11, 0.61, 2.35], [1.15, 1.90, 1.12], [-0.33, 1.48, 1.99], [1.19, -0.08, -0.11], [-0.17, -0.82, 0.77], [-1.53, -0.81, -1.35], [-3.92, 1.49, 1.52], [-3.62, 2.91, 1.11], [-2.96, 3.78, 2.15], [-2.71, 2.86, -0.11], [-3.03, 0.93, 1.80], [-4.44, 0.98, 0.70], [-4.62, 1.45, 2.36], [-4.50, 3.42, 0.71], [-3.62, 4.03, 2.98], [-2.59, 4.69, 1.69], [-2.16, 3.22, 2.65], [-1.86, 2.40, 0.16], [1.72, -2.60, -5.59], [1.59, -1.48, -6.61], [2.16, -0.22, -6.07], [2.26, -1.76, -7.85], [1.17, -2.44, -4.67], [2.76, -2.75, -5.27], [1.51, -3.57, -6.07], [0.52, -1.42, -6.88], [1.85, 0.64, -6.67], [3.25, -0.20, -6.04], [1.81, -0.08, -5.05], [1.89, -2.56, -8.24], [-4.42, -4.60, -0.05], [-5.46, -3.54, -0.40], [-4.79, -2.15, -0.51], [-5.99, -3.91, -1.75], [-3.49, -4.49, -0.61], [-4.83, -5.60, -0.14], [-4.12, -4.43, 0.99], [-6.29, -3.47, 0.32], [-5.46, -1.29, -0.71], [-4.02, -2.15, -1.28], [-4.33, -1.87, 0.45], [-6.73, -3.34, -2.00], [6.36, 0.54, 2.06], [5.47, 0.06, 3.20], [3.99, 0.22, 2.82], [5.75, -1.30, 3.50], [6.16, 0.02, 1.12], [7.39, 0.40, 2.38], [6.23, 1.62, 1.91], [5.69, 0.63, 4.11], [3.73, -0.32, 1.89], [3.76, 1.24, 2.49], [3.27, -0.11, 3.57], [5.38, -1.84, 2.76], [-2.91, -3.51, -6.01], [-3.49, -2.93, -4.73], [-4.87, -2.29, -4.99], [-3.66, -4.01, -3.74], [-3.58, -4.25, -6.45], [-1.89, -3.86, -5.83], [-2.78, -2.70, -6.74], [-2.78, -2.19, -4.33], [-5.42, -1.99, -4.10], [-5.47, -3.10, -5.44], [-4.82, -1.49, -5.73], [-4.35, -3.75, -3.11], [2.58, -3.13, 0.40], [3.37, -3.31, 1.68], [3.43, -4.77, 2.07], [4.74, -2.81, 1.40], [1.53, -3.42, 0.46], [3.05, -3.53, -0.50], [2.43, -2.05, 0.17], [2.92, -2.72, 2.48], [2.43, -5.04, 2.42], [4.03, -4.87, 2.98], [3.79, -5.40, 1.27], [5.10, -3.36, 0.69], [5.49, 0.66, -3.44], [5.16, 1.62, -2.31], [4.12, 0.97, -1.45], [6.38, 1.76, -1.54], [6.23, 1.06, -4.14], [4.59, 0.40, -4.00], [5.89, -0.27, -3.04], [4.78, 2.53, -2.79], [4.27, -0.09, -1.24], [3.12, 1.05, -1.90], [4.01, 1.55, -0.52], [6.20, 2.18, -0.69], [-0.72, 3.54, 5.05], [-0.99, 4.93, 5.59], [-1.53, 5.89, 4.57], [-1.98, 4.86, 6.63], [-0.15, 2.88, 5.70], [-0.27, 3.59, 4.06], [-1.70, 3.09, 4.83], [-0.08, 5.32, 6.05], [-1.09, 5.79, 3.57], [-1.29, 6.91, 4.87], [-2.60, 5.84, 4.40], [-1.59, 4.43, 7.39], [3.79, 6.76, 3.96], [3.46, 5.30, 3.76], [2.09, 4.97, 4.32], [3.45, 4.92, 2.38], [4.79, 7.03, 3.63], [3.69, 7.10, 4.99], [3.06, 7.37, 3.40], [4.21, 4.70, 4.30], [2.00, 5.33, 5.35], [1.90, 3.91, 4.32], [1.33, 5.52, 3.76], [4.31, 5.11, 1.98], [1.40, -2.14, 7.68], [0.89, -1.50, 6.41], [1.74, -1.79, 5.19], [-0.48, -1.91, 6.08], [1.04, -1.63, 8.58], [2.49, -2.06, 7.75], [1.12, -3.20, 7.75], [0.90, -0.41, 6.59], [1.81, -2.87, 5.02], [2.79, -1.51, 5.32], [1.35, -1.29, 4.31], [-1.08, -1.46, 6.69], [0.98, 3.99, -1.14], [-0.34, 4.54, -1.69], [-0.12, 5.62, -2.74], [-1.10, 3.45, -2.30], [1.48, 4.73, -0.52], [1.62, 3.69, -1.98], [0.76, 3.14, -0.49], [-0.87, 4.99, -0.85], [0.62, 6.37, -2.47], [-1.07, 6.06, -3.08], [0.21, 5.18, -3.69], [-0.45, 2.79, -2.62], [-4.43, 1.61, -5.97], [-3.26, 1.33, -5.06], [-1.99, 0.99, -5.80], [-3.08, 2.50, -4.13], [-4.20, 2.36, -6.73], [-5.31, 1.83, -5.36], [-4.70, 0.71, -6.54], [-3.51, 0.48, -4.43], [-1.80, 1.60, -6.70], [-1.97, -0.04, -6.16], [-1.10, 1.07, -5.17], [-3.12, 3.31, -4.68], [-0.63, -3.53, -1.63], [-0.41, -4.46, -2.80], [0.89, -5.21, -2.66], [-1.50, -5.47, -2.80], [-0.57, -4.05, -0.67], [-1.59, -2.99, -1.60], [0.15, -2.76, -1.63], [-0.43, -4.01, -3.81], [1.77, -4.57, -2.64], [1.09, -5.95, -3.44], [0.77, -5.79, -1.73], [-2.32, -4.96, -3.10], [-3.19, -3.79, 4.95], [-2.59, -3.42, 3.61], [-3.18, -2.14, 3.07], [-1.18, -3.33, 3.77], [-2.93, -3.05, 5.70], [-2.96, -4.80, 5.26], [-4.30, -3.76, 4.92], [-2.76, -4.24, 2.90], [-2.62, -1.75, 2.22], [-3.14, -1.35, 3.85], [-4.25, -2.15, 2.86], [-1.00, -2.92, 4.65]],
  "lowdin_charge": [0.949, -0.484, -0.094, -0.157, -0.525, 0.147, 0.151, 0.101, -0.246, -0.046, 0.069, 0.071, 0.068, 0.100, 0.133, 0.150, -0.032, -0.373, -0.042, -0.139, 0.083, 0.077, 0.101, 0.142, 0.099, 0.088, 0.061, 0.110, -0.059, -0.498, -0.055, -0.046, 0.049, 0.093, 0.085, 0.131, 0.085, 0.082, 0.057, 0.089, -0.031, -0.394, -0.060, -0.087, 0.070, 0.090, 0.070, 0.138, 0.073, 0.064, 0.052, 0.086, -0.059, -0.475, -0.062, -0.066, 0.075, 0.085, 0.073, 0.136, 0.068, 0.071, 0.045, 0.044, -0.041, -0.431, -0.043, -0.080, 0.092, 0.074, 0.079, 0.119, 0.069, 0.095, 0.062, 0.051, -0.061, -0.430, -0.047, -0.085, 0.076, 0.085, 0.061, 0.124, 0.089, 0.086, 0.085, 0.102, -0.058, -0.475, -0.076, -0.049, 0.084, 0.065, 0.088, 0.136, 0.085, 0.061, 0.078, 0.067, -0.075, -0.484, -0.057, -0.053, 0.083, 0.050, 0.077, 0.119, 0.067, 0.087, 0.078, 0.092, -0.065, -0.500, -0.064, -0.060, 0.081, 0.084, 0.088, 0.139, 0.083, 0.070, 0.084, 0.086, -0.055, -0.446, -0.064, -0.086, 0.079, 0.086, 0.088, 0.136, 0.095, 0.082, 0.066, 0.101, -0.021, -0.423, -0.047, -0.116, 0.094, 0.094, 0.058, 0.136, 0.089, 0.082, 0.092, 0.080, -0.042, -0.399, -0.030, -0.101, 0.096, 0.090, 0.086, 0.126, 0.097, 0.087, 0.067, 0.130, -0.061, -0.457, -0.061, -0.100, 0.087, 0.053, 0.062, 0.114, 0.070, 0.082, 0.089, 0.055, -0.056, -0.503, -0.079, -0.076, 0.072, 0.087, 0.088, 0.125, 0.061, 0.085, 0.076, 0.050]
}

***

Entry 3:
{
  "formula": "C4H6O2",
  "method": "ωB97M-V/def2-TZVPD",
  "de_lowest_kcal_mol": 118.7,
  "energy_ev": -8335.314,
  "lumo_energy_ev": 1.0,
  "homo_energy_ev": -9.131,
  "charge": 0,
  "elements": ["O", "C", "C", "C", "C", "O", "H", "H", "H", "H", "H", "H"],
  "xyz": [[-0.64, -2.13, -0.09], [-0.27, -0.96, 0.37], [-1.02, 0.37, 0.34], [0.24, 1.09, -0.22], [1.04, -0.20, -0.24], [0.89, -0.77, 1.10], [-1.86, 0.35, -0.35], [-1.34, 0.69, 1.33], [0.08, 1.50, -1.22], [0.65, 1.86, 0.43], [2.02, -0.40, -0.66], [0.20, -1.40, -0.79]],
  "lowdin_charge": [-0.005, -0.595, -0.044, -0.110, -0.151, 0.044, 0.123, 0.123, 0.115, 0.114, 0.150, 0.237]
}